9
Properties=species:S:1:pos:R:3:forces:R:3:mulliken_charge:R:1 method="wB97M-V/def2-TZVPD" multiplicity=3 largest_force_ev_per_a=2.15 e_lumo_ev="0.769 / -3.682" total_energy_ev=-15019.089
C 1.6672 0.9540 0.4633 -0.6 0.7 -1.3 0.55
C -1.9651 -1.1931 -0.4996 -1.1 0.7 0.4 -0.07
O 0.5493 0.2447 0.5357 0.1 -0.2 0.2 -0.25
F 2.7714 0.2145 0.2851 0.0 0.2 -0.4 -0.19
F -3.1957 -0.8543 -0.2431 -1.5 0.4 0.3 -0.21
F -1.8673 -1.8958 -1.5631 0.7 -1.2 -1.6 -0.20
F 1.5547 1.9156 -0.5370 0.6 -0.9 0.4 -0.22
H 1.7383 1.5126 1.3760 0.0 0.3 1.1 0.08
H -1.2528 -0.8982 0.1827 1.7 0.1 0.8 0.51



19
Properties=species:S:1:pos:R:3:forces:R:3:mulliken_charge:R:1 method="wB97M-V/def2-TZVPD" e_above_lowest_kj_mol=326.5 largest_force_ev_per_a=1.53 smiles=CCO[C@H]1C[C@H]1C e_lumo_ev=1.103 total_energy_ev=-8460.970
C 0.8803 -2.3265 -1.3623 0.0 0.0 -0.2 -1.11
C -0.3041 -1.3699 -1.2441 -0.2 -0.1 -0.6 -0.21
O -0.3811 -1.1053 0.1078 -0.3 -0.5 -0.4 -0.25
C -0.8603 -0.0158 0.8280 0.9 -0.6 1.0 -0.26
C 0.4589 0.3990 1.5160 -0.1 0.1 0.7 -0.57
C -0.4796 1.4381 1.0742 0.0 0.4 0.0 0.26
C -0.1521 2.5744 0.1606 0.0 0.1 -0.2 -1.33
H 0.7970 -3.1073 -0.5961 -0.1 0.2 -0.2 0.29
H 1.8303 -1.8062 -1.1865 -0.2 0.0 -0.1 0.27
H 0.9105 -2.7979 -2.3454 0.1 0.0 0.0 0.37
H -1.2452 -1.8475 -1.5353 0.0 0.0 -0.5 0.29
H -0.1511 -0.4591 -1.8350 0.0 -0.1 -0.1 0.26
H -1.7956 -0.2882 1.3351 0.7 0.0 0.2 0.27
H 1.3113 0.2638 0.8298 -0.6 -0.3 0.4 0.13
H 0.6424 0.0146 2.5018 0.1 0.7 0.6 0.27
H -1.0913 1.7298 1.9284 -0.3 0.2 -0.4 0.36
H -1.0718 3.1057 -0.0996 0.2 0.0 -0.1 0.33
H 0.5184 3.2685 0.6788 -0.1 0.0 -0.2 0.33
H 0.3324 2.2348 -0.7580 0.0 0.1 0.1 0.30



112
Properties=species:S:1:pos:R:3:forces:R:3:mulliken_charge:R:1 method="wB97M-V/def2-TZVPD" multiplicity=3 e_above_lowest_kj_mol=92.3 largest_force_ev_per_a=2.52 charge=+1 e_lumo_ev="-3.067 / -3.007" total_energy_ev=-158864.427
Mo 0.0848 -0.4279 -0.5894 1.2 1.9 1.2 0.26
C 1.7184 2.4495 -4.5722 -0.1 0.2 0.2 -1.12
Si 0.6557 1.1056 -3.8055 -0.2 -0.4 -0.2 0.32
C 1.4327 -0.5104 -4.3615 0.0 0.0 -0.1 -1.39
C -1.0667 1.4994 -4.4189 -0.1 -0.1 -0.1 -0.98
N 0.5013 0.9562 -2.0252 0.5 0.1 0.4 0.45
P 0.6877 2.2257 -0.9737 -0.6 0.1 0.1 3.01
C 0.0158 1.5199 0.4759 1.2 -1.0 -0.9 -2.64
P 1.1258 0.8832 1.6523 -0.6 0.1 0.1 2.69
N 1.3985 -0.6301 1.0402 0.2 0.3 0.2 0.59
Si 2.0948 -1.9661 2.0044 0.1 -0.3 -0.3 -0.14
C 2.3846 -3.3346 0.7577 0.1 -0.1 0.1 -0.94
C 3.7077 -1.5510 2.8598 0.0 0.1 -0.1 -1.15
C 1.0450 -2.5065 3.4623 -0.1 0.1 0.0 -0.94
C 0.2805 0.7666 3.2525 -0.2 -0.1 -0.1 0.49
C -1.0485 0.3312 3.2122 0.1 0.1 0.1 -0.86
C -1.7643 0.1520 4.3826 0.0 0.0 0.0 -0.82
C -1.1617 0.4132 5.6081 0.0 0.0 0.0 -0.60
C 0.1563 0.8400 5.6586 0.0 0.0 0.0 -0.71
C 0.8813 1.0127 4.4851 0.0 -0.2 0.0 -0.28
C 2.6237 1.8082 2.0389 -0.2 0.2 -0.1 1.19
C 2.4722 3.0016 2.7527 0.0 0.0 0.0 -1.09
C 3.5855 3.7109 3.1703 -0.1 0.1 0.0 -0.96
C 4.8550 3.2394 2.8659 0.1 0.0 -0.1 -0.71
C 5.0087 2.0812 2.1172 0.1 0.0 -0.1 -1.16
C 3.8944 1.3712 1.6928 0.0 0.0 0.0 -0.44
C -0.3140 3.6436 -1.4874 0.0 0.0 0.0 0.68
C -1.6427 3.6563 -1.0530 0.1 0.1 0.0 -0.79
C -2.4966 4.6742 -1.4491 0.0 0.0 0.0 -0.84
C -2.0291 5.6907 -2.2726 0.0 0.0 0.0 -0.57
C -0.7116 5.6845 -2.7095 0.0 0.0 0.0 -1.01
C 0.1457 4.6635 -2.3228 -0.1 -0.1 0.0 -0.33
C 2.4249 2.7379 -1.1341 0.0 -0.1 0.3 1.23
C 3.3568 1.8229 -1.6299 -0.1 0.1 0.0 -0.71
C 4.6582 2.2179 -1.8934 0.0 -0.1 0.0 -1.01
C 5.0445 3.5270 -1.6476 0.1 0.0 0.1 -0.66
C 4.1439 4.4255 -1.0929 0.0 0.1 0.1 -1.04
C 2.8399 4.0322 -0.8261 0.0 -0.1 0.0 -0.57
H 1.9425 2.0955 -5.5870 -0.1 0.0 0.1 0.48
H 2.6653 2.6560 -4.0859 0.2 0.0 0.1 0.34
H 1.1682 3.3892 -4.6738 0.1 -0.1 0.0 0.32
H 1.0389 -0.8247 -5.3351 0.1 0.0 0.1 0.43
H 1.2763 -1.3310 -3.6579 0.0 0.0 0.0 0.38
H 2.5117 -0.3662 -4.4809 -0.1 0.0 0.1 0.31
H -1.2405 1.0682 -5.4119 0.0 0.1 0.1 0.40
H -1.1870 2.5842 -4.5037 0.0 -0.1 0.1 0.50
H -1.8385 1.1257 -3.7428 0.2 0.1 -0.2 -0.03
H 3.3903 -3.2588 0.3308 -0.1 0.0 0.0 0.35
H 1.6654 -3.2976 -0.0625 0.0 -0.1 0.0 0.20
H 2.3003 -4.3201 1.2308 0.0 0.1 -0.1 0.36
H 4.5689 -1.5010 2.1907 0.0 0.0 0.0 0.34
H 3.8912 -2.3555 3.5806 0.0 0.0 -0.1 0.49
H 3.6532 -0.6165 3.4226 0.0 -0.1 0.0 0.26
H 0.0173 -2.7908 3.2478 0.1 0.0 0.2 0.24
H 1.0202 -1.7262 4.2290 0.0 -0.1 0.0 0.24
H 1.5414 -3.3819 3.8981 0.0 0.1 -0.1 0.45
H -1.5176 0.1502 2.2535 -0.1 0.0 0.0 0.34
H -2.7915 -0.1909 4.3453 0.0 0.0 0.0 0.46
H -1.7243 0.2877 6.5254 0.0 0.0 0.0 0.41
H 0.6282 1.0330 6.6148 0.0 0.0 -0.1 0.43
H 1.9161 1.3208 4.5414 0.0 0.0 0.0 0.33
H 1.4788 3.3542 3.0074 0.0 0.0 0.0 0.63
H 3.4642 4.6261 3.7367 0.0 0.0 0.0 0.48
H 5.7288 3.7879 3.1983 0.0 0.0 0.0 0.41
H 6.0013 1.7291 1.8631 0.0 0.0 0.0 0.48
H 4.0062 0.4684 1.1098 0.0 0.0 0.0 0.88
H -1.9882 2.8707 -0.3932 0.0 0.0 0.0 0.33
H -3.5247 4.6836 -1.1079 0.1 0.0 0.0 0.45
H -2.6925 6.4938 -2.5715 0.0 0.0 0.0 0.41
H -0.3499 6.4787 -3.3515 0.0 0.0 0.0 0.45
H 1.1659 4.6603 -2.6792 0.0 0.0 0.0 0.59
H 3.0478 0.8095 -1.8374 0.0 -0.1 -0.1 0.35
H 5.3671 1.5074 -2.3041 -0.1 0.0 0.0 0.47
H 6.0565 3.8429 -1.8725 -0.1 0.0 0.0 0.44
H 4.4588 5.4374 -0.8683 0.0 0.0 0.0 0.48
H 2.1358 4.7386 -0.4054 0.0 0.0 0.0 0.66
C -4.1376 -6.8993 -3.1893 0.0 0.0 0.0 -2.11
C -3.4310 -6.6281 -1.8601 0.0 0.0 0.0 2.12
C -4.3964 -6.9666 -0.7130 0.0 0.0 0.0 -1.65
C -2.1934 -7.5373 -1.7711 0.0 0.0 0.0 -1.61
C -2.9704 -5.1759 -1.7446 0.0 0.0 0.0 -0.40
C -2.3625 -4.7354 -0.5722 -0.1 -0.1 0.1 -0.53
C -1.8633 -3.4587 -0.5335 0.2 0.3 0.2 -0.14
Br -1.1178 -2.7598 1.0644 -0.1 -0.2 -0.2 -0.21
C -1.8997 -2.5695 -1.6031 -0.1 0.0 0.4 0.11
O -1.2129 -1.3917 -1.4445 -1.3 -0.9 -1.3 -0.40
C -2.6503 -2.9328 -2.7255 0.0 0.3 -0.1 -0.69
C -3.1282 -4.2442 -2.7640 -0.1 -0.1 0.0 -0.33
C -2.9749 -1.9538 -3.8594 0.0 0.0 0.0 2.73
C -1.6969 -1.6653 -4.6502 -0.1 -0.1 0.0 -1.23
C -4.0206 -2.5296 -4.8170 0.0 0.0 0.0 -2.25
C -3.5538 -0.6541 -3.2749 -0.2 -0.1 0.0 -1.77
H -4.4156 -7.9537 -3.2412 0.0 0.1 0.0 0.44
H -3.4862 -6.6852 -4.0406 -0.1 0.0 0.0 0.41
H -5.0523 -6.3070 -3.2861 0.1 0.0 0.0 0.40
H -4.7841 -7.9809 -0.8414 0.0 0.1 0.0 0.46
H -5.2445 -6.2754 -0.6981 0.1 -0.1 0.0 0.37
H -3.9021 -6.9241 0.2610 0.0 0.0 -0.1 0.32
H -2.4910 -8.5852 -1.8714 0.0 0.1 0.0 0.44
H -1.6808 -7.4215 -0.8130 0.0 0.0 -0.1 0.35
H -1.4819 -7.3045 -2.5684 0.0 0.0 0.0 0.37
H -2.2878 -5.3688 0.3043 0.0 0.0 -0.1 0.50
H -3.6777 -4.5425 -3.6450 0.1 0.0 0.1 0.53
H -1.2483 -2.5925 -5.0172 0.0 0.0 0.0 0.30
H -0.9723 -1.1566 -4.0204 0.0 -0.1 0.0 -0.29
H -1.9169 -1.0254 -5.5090 0.0 -0.1 0.1 0.49
H -3.6339 -3.3811 -5.3819 0.0 0.0 0.0 0.44
H -4.2997 -1.7587 -5.5384 0.0 0.0 0.0 0.45
H -4.9258 -2.8347 -4.2863 0.0 0.0 -0.1 0.47
H -2.8388 -0.1310 -2.6456 0.0 -0.1 0.1 0.02
H -4.4445 -0.8683 -2.6780 0.0 0.0 0.0 0.41
H -3.8428 0.0207 -4.0858 0.0 -0.1 0.1 0.52



13
Properties=species:S:1:pos:R:3:forces:R:3:mulliken_charge:R:1 method="wB97M-V/def2-TZVPD" e_above_lowest_kj_mol=108.5 largest_force_ev_per_a=2.49 e_lumo_ev=0.581 total_energy_ev=-27962.154
C 0.4833 2.0415 -0.3909 0.1 0.7 0.4 0.10
C -0.6902 -0.5081 -0.0109 0.5 0.3 -0.7 -0.14
C 0.2310 -1.3274 -0.9169 1.9 1.6 -0.5 -0.53
C 0.0033 -0.8993 1.2715 -0.1 0.0 0.8 -0.54
H 1.3011 1.3208 -0.5420 0.3 0.2 0.0 0.26
H -1.6559 -0.9493 -0.1095 -0.8 -0.4 0.3 0.27
H -0.2176 -1.8584 -1.7004 -0.8 -0.6 -1.2 0.36
H 1.1205 -0.7583 -1.3303 -1.0 -0.6 0.5 0.26
H -0.6424 -1.1229 2.1189 0.1 0.2 0.0 0.33
H 0.7885 -0.1969 1.5446 0.0 0.0 0.1 0.31
O 0.6281 3.2385 -0.2730 -0.2 -1.3 -0.3 -0.45
S -1.0771 1.2259 -0.3083 -0.4 0.5 -0.1 -0.09
S 0.7094 -2.3624 0.4637 0.3 -0.7 0.5 -0.14



19
Properties=species:S:1:pos:R:3:forces:R:3:mulliken_charge:R:1 method="wB97M-V/def2-TZVPD" e_above_lowest_kj_mol=531.7 largest_force_ev_per_a=4.58 e_lumo_ev="-0.931 / -0.373" total_energy_ev=-20741.793
C -0.5024 1.0632 -0.9372 -0.5 -0.2 -1.9 -1.37
C -0.3189 1.2090 1.7466 0.6 -2.3 0.1 -1.17
C 1.4902 -1.3642 -1.0973 2.8 0.4 -1.0 -1.06
C -0.0088 0.7591 0.3559 2.4 -3.2 2.2 0.52
N -0.8248 -1.7125 0.3892 0.9 -0.1 -2.6 -0.60
O 2.1130 -0.7816 1.2962 -0.2 0.3 1.2 -0.64
O 2.5214 1.0080 -0.4055 -0.8 -0.8 0.6 -0.68
S 1.6723 -0.0521 0.1477 0.1 0.5 -1.9 1.25
H 0.2290 1.6261 -1.4937 0.3 0.6 -0.3 0.36
H -1.4612 1.5135 -1.0559 -0.7 0.6 0.4 0.40
H -0.5605 0.1139 -1.4687 -0.1 0.0 -0.3 0.38
H 0.4684 1.8597 2.0903 0.3 0.4 0.3 0.33
H -0.3727 0.3099 2.5080 0.0 1.8 -1.6 0.24
H -1.2353 1.7202 1.6521 -1.2 0.7 0.6 0.40
H 2.4343 -2.0411 -0.9202 -1.8 1.5 -0.4 0.34
H 0.6028 -1.8893 -0.8944 -0.7 -0.7 0.3 0.51
H 1.4537 -0.9523 -2.1360 0.4 -0.2 0.9 0.32
H -1.6858 -1.2726 0.2677 -2.1 0.9 0.1 0.22
H -0.5827 -1.6809 1.3143 0.6 0.0 3.2 0.23



70
Properties=species:S:1:pos:R:3:forces:R:3:mulliken_charge:R:1 method="wB97M-V/def2-TZVPD" largest_force_ev_per_a=0.53 charge=+1 e_lumo_ev=-2.344 total_energy_ev=-52363.573
C 1.9668 5.6351 0.3028 0.0 0.0 -0.1 -0.89
N 3.1545 4.7845 0.2128 -0.1 0.2 0.0 -0.18
C 3.0437 3.4880 -0.0694 -0.2 -0.1 0.1 0.57
N 1.8682 2.8611 -0.2842 0.3 0.2 -0.1 -0.66
C 2.2039 1.6056 -0.5327 -0.1 -0.1 -0.2 0.08
C 1.2353 0.5082 -0.8151 -0.3 -0.1 0.4 0.16
C 1.7509 -0.8434 -0.3508 -0.3 0.1 -0.4 0.41
O 2.9153 -1.1470 -0.3520 0.3 -0.1 0.2 -0.61
O 0.7681 -1.6697 0.0102 0.1 0.3 0.4 -0.32
N 3.5160 1.4294 -0.4893 0.0 0.1 -0.4 -0.19
N 4.0757 2.6348 -0.1706 0.0 0.0 0.0 0.22
C 5.5100 2.8148 0.0246 0.2 -0.3 -0.4 -0.40
C 6.1470 1.7134 0.8866 0.1 0.1 -0.1 -0.82
C 6.4123 2.1242 2.3363 0.0 0.3 -0.2 -0.84
C 5.2012 2.3282 3.2539 0.3 0.1 0.3 -0.72
S 3.9163 1.1258 3.0619 0.0 0.0 0.0 1.23
O 2.8864 1.6407 2.1946 0.1 -0.2 0.3 -0.59
O 4.4906 -0.1495 2.7702 -0.1 0.1 0.1 -0.63
O 3.3516 1.1406 4.5468 -0.1 -0.1 -0.2 -0.51
H 1.3850 5.3964 1.1925 0.0 0.1 0.0 0.29
H 2.2953 6.6719 0.3290 0.0 -0.1 0.1 0.34
H 1.3423 5.4965 -0.5797 0.0 0.0 0.1 0.31
H 4.0566 5.2056 0.3415 0.0 -0.1 0.0 0.20
H 0.2969 0.7447 -0.3121 0.0 0.0 -0.1 0.19
H 0.9941 0.4358 -1.8798 0.1 0.1 0.0 0.20
H 1.1595 -2.4058 0.5096 0.0 -0.1 -0.3 0.37
H 4.0079 0.5517 -0.6111 0.0 0.0 0.2 0.37
H 5.9834 2.8349 -0.9619 -0.1 0.0 0.1 0.28
H 5.6597 3.7999 0.4681 -0.1 0.0 0.0 0.24
H 5.5495 0.8007 0.8388 0.1 0.0 0.1 0.47
H 7.1104 1.4637 0.4373 -0.1 0.0 0.0 0.35
H 6.9242 3.0934 2.3062 0.1 -0.1 0.1 0.34
H 7.1176 1.4275 2.7901 -0.2 -0.1 0.0 0.42
H 4.7401 3.3135 3.1548 -0.1 -0.1 -0.1 0.36
H 5.5247 2.2428 4.2939 0.0 0.0 -0.1 0.49
H 2.3933 0.9804 4.5112 0.1 0.0 0.1 0.39
C -4.7767 0.8534 -2.9129 0.0 0.0 0.0 -1.37
C -3.3416 1.1042 -3.3633 -0.1 0.1 0.1 0.35
C -2.3367 0.0714 -2.8395 0.1 0.0 -0.1 -0.72
O -1.9865 0.2173 -1.4737 0.0 0.0 0.0 -0.24
C -2.9102 -0.3445 -0.5531 0.1 0.0 0.1 -0.58
N -2.9677 2.4790 -3.0240 0.2 -0.1 0.0 -0.73
H -4.9321 1.1579 -1.8779 0.0 0.0 0.0 0.29
H -5.4639 1.4333 -3.5270 0.0 0.0 0.0 0.35
H -5.0449 -0.2007 -3.0034 0.0 0.0 0.0 0.33
H -3.3184 1.0214 -4.4543 0.0 0.0 0.0 0.41
H -1.4017 0.1976 -3.3949 0.0 0.0 0.0 0.39
H -2.6922 -0.9502 -3.0269 -0.1 0.0 0.0 0.31
H -3.3727 -1.2507 -0.9505 -0.1 0.0 0.0 0.10
H -3.6885 0.3682 -0.2765 -0.1 -0.1 0.0 0.28
H -2.3571 -0.6050 0.3502 0.0 0.0 0.0 0.29
H -2.0656 2.7035 -3.4327 -0.1 0.0 -0.1 0.26
H -2.8252 2.5324 -2.0193 -0.1 0.0 0.0 0.32
C -4.2548 -4.3119 -1.1071 0.1 0.0 0.0 -1.19
C -3.8190 -4.0435 0.3300 -0.2 0.0 -0.1 0.76
C -3.6085 -5.3136 1.1644 0.1 0.0 0.1 -0.91
O -4.7963 -5.9408 1.5929 0.0 0.0 -0.1 -0.39
C -5.4129 -6.8009 0.6525 0.0 0.0 0.1 -0.65
N -4.7741 -3.1202 0.9518 0.2 -0.1 0.1 -0.63
H -5.3083 -4.5850 -1.1616 0.0 0.0 0.0 0.26
H -4.1235 -3.4154 -1.7141 0.0 0.0 0.0 0.07
H -3.6678 -5.1141 -1.5577 0.0 0.0 0.0 0.36
H -2.8476 -3.5368 0.2891 0.0 0.0 0.0 0.16
H -3.0843 -5.0326 2.0822 0.0 0.0 0.0 0.37
H -2.9701 -6.0302 0.6291 0.0 0.0 -0.1 0.43
H -4.6672 -7.3214 0.0435 0.0 0.0 0.0 0.30
H -6.1005 -6.2641 -0.0053 0.0 0.0 0.0 0.23
H -5.9831 -7.5389 1.2142 0.0 0.0 0.0 0.26
H -4.4306 -2.8521 1.8695 0.0 0.0 0.0 0.28
H -5.6238 -3.6455 1.1414 -0.1 0.1 0.0 0.29